# 1
12
Properties=species:S:1:pos:R:3:forces:R:3 method="wB97M-V/def2-TZVPD" charge=0 e_tot_ha=-248.49164 smiles="CCC(N)=O" e_above_lowest_kcal_mol=21.9 lumo_ha=0.0329
C 0.915539 -1.304693 0.709234 -1.8292 -0.6795 0.1771
C -0.214650 -0.475140 -0.047086 1.6621 -1.7676 -0.6903
C -0.109789 1.017454 -0.005559 1.2574 0.2355 0.7901
N -0.950811 1.696625 -0.929602 2.2828 0.4427 1.9296
O 0.723119 1.454669 0.815361 -2.2057 0.8508 -2.3669
H 1.649148 -0.627474 1.161716 -0.0200 -0.5683 -0.2150
H 0.317178 -1.887030 1.505608 1.4917 0.8087 -0.8937
H 1.292641 -2.077744 -0.025112 0.0897 1.0263 1.0682
H -1.084029 -0.799898 0.477919 -1.2453 -0.0345 -0.4168
H -0.099471 -0.880924 -1.080468 -1.0763 0.6592 0.5108
H -1.674606 1.215899 -1.408159 -0.1888 -0.4358 -0.2941
H -0.764268 2.668257 -1.173853 -0.2183 -0.5375 0.4011

# 2
54
Properties=species:S:1:pos:R:3:forces:R:3 method="wB97M-V/def2-TZVPD" charge=-1 e_tot_ha=-1199.50901 lumo_ha=0.1006
C -4.679354 -0.865945 1.928367 1.3595 -0.7038 1.0483
C -3.255558 -1.129307 2.527585 -3.9647 0.3072 -1.4442
F -3.099766 -0.756586 3.883255 0.4711 -0.4008 -1.9591
F -2.997875 -2.570342 2.456815 1.1098 1.2175 0.4552
C -2.187794 -0.405383 1.562019 -1.2728 -0.6634 0.5268
F -0.959366 -1.068332 1.729353 -1.2479 1.7421 -1.0521
F -2.058364 0.955004 1.840842 0.3686 -2.4620 -0.4840
F -2.654239 -0.492743 0.234342 2.0489 -0.0105 2.4799
H -5.498635 -0.954086 2.706954 1.1170 -0.1715 -0.6422
H -4.797121 -1.653383 1.104945 0.0364 1.1285 1.0481
C -0.868780 6.999734 -0.749532 0.1040 0.0737 0.0048
C -0.778663 5.752187 0.121437 0.0366 0.0408 -0.1727
N 0.026785 4.690532 -0.465337 0.0313 -0.2861 -0.1448
C -0.134799 3.401025 0.204254 -0.3056 -0.1167 0.0138
C 0.316473 3.296122 1.659667 0.1355 -0.2109 0.1563
C 1.394437 5.043310 -0.821356 -0.0944 0.3023 -0.1859
C 2.300092 5.591997 0.282362 0.2778 0.0222 0.0458
H -1.214400 6.754202 -1.756652 0.0697 -0.0491 0.0542
H -1.581172 7.705384 -0.313755 0.0550 -0.0559 0.0079
H 0.092836 7.513854 -0.826445 -0.0495 -0.0140 -0.0432
H -1.800727 5.382776 0.255462 0.1800 -0.2282 0.0392
H -0.416464 6.038052 1.117594 -0.0421 0.0973 0.1143
H 0.372399 2.625672 -0.379407 0.0616 0.1796 -0.0630
H -1.195663 3.131565 0.161232 0.0373 0.1356 -0.0177
H 1.404008 3.277506 1.745318 -0.0184 0.0948 0.0415
H -0.050888 2.360684 2.089014 -0.0164 0.0905 -0.0664
H -0.071571 4.109863 2.275647 0.0205 0.0015 -0.0432
H 1.357061 5.787567 -1.625514 -0.0998 0.0113 0.0810
H 1.884873 4.178945 -1.281158 -0.2239 -0.0987 0.1332
H 1.810598 6.363632 0.880671 -0.0310 -0.0566 -0.0239
H 3.188601 6.047291 -0.166132 -0.0421 -0.0111 0.0013
H 2.649617 4.804739 0.949123 -0.0765 0.0670 0.0770
C 2.790138 -6.063382 -2.175933 0.0730 -0.0113 0.0969
C 1.816481 -4.890817 -2.183750 -0.0243 -0.1531 0.1104
N 0.590920 -5.148137 -1.441437 -0.3103 -0.0928 -0.1221
C -0.461220 -4.167673 -1.698689 -0.0880 0.0653 -0.2384
C -0.201054 -2.722681 -1.278543 -0.1243 0.1464 0.1092
C 0.752991 -5.538313 -0.046179 0.2493 -0.2815 0.0499
C 1.519385 -4.588593 0.875053 -0.0120 0.0880 0.2348
H 2.306485 -6.980840 -2.520337 -0.0384 0.0621 0.0712
H 3.627935 -5.854221 -2.846848 -0.0469 0.0248 0.0501
H 3.206362 -6.240859 -1.181188 -0.0343 -0.0322 -0.0547
H 1.558001 -4.698355 -3.230828 -0.2150 0.1009 0.1416
H 2.335049 -3.994304 -1.819935 0.1303 0.0783 -0.0414
H -1.392444 -4.507835 -1.234320 0.1705 -0.0810 0.1065
H -0.669057 -4.173566 -2.775490 0.1567 -0.1086 -0.0053
H -0.260938 -2.599873 -0.197645 0.0366 0.0590 -0.0754
H -0.965101 -2.072001 -1.712947 0.0290 -0.0433 0.0698
H 0.769374 -2.357346 -1.621931 0.0042 -0.0530 0.0044
H 1.257194 -6.511625 -0.019999 0.0308 0.0636 -0.1244
H -0.230193 -5.735971 0.392696 -0.0366 0.1669 -0.2341
H 2.450753 -4.232536 0.428414 -0.0433 -0.0169 -0.0361
H 1.784291 -5.110567 1.799432 -0.0229 0.0085 -0.0488
H 0.918067 -3.726042 1.159433 0.0805 0.0371 -0.0506